Formula: C48H108FN6
Source: OMol25
Level of theory: ωB97M-V/def2-TZVPD

Each line ends with the Mulliken charge.
CARTESIAN COORDINATES (ANGSTROEM)
F  17.41  -0.33  -4.44  -0.51
C  14.22  -2.85  -0.67  -1.44
C  15.65  -2.41  -0.30  -0.38
C  16.62  -2.52  -1.47  0.18
N  18.04  -2.19  -1.10  0.66
C  18.24  -0.71  -0.99  -1.17
C  18.49  -2.83  0.21  -0.50
C  20.01  -2.86  0.15  -1.12
C  20.36  -2.76  -1.37  -0.59
C  19.01  -2.78  -2.08  0.31
H  14.21  -3.82  -1.17  0.42
H  13.68  -2.20  -1.38  0.14
H  13.66  -2.85  0.26  0.47
H  15.92  -3.18  0.43  0.45
H  15.67  -1.42  0.14  0.37
H  16.34  -1.82  -2.26  -0.67
H  16.62  -3.51  -1.93  0.25
H  18.09  -0.32  -2.00  0.15
H  19.20  -0.49  -0.54  0.46
H  17.42  -0.35  -0.36  0.34
H  18.06  -2.26  1.03  0.44
H  18.06  -3.83  0.22  0.49
H  20.46  -2.00  0.64  0.39
H  20.35  -3.80  0.58  0.36
H  20.93  -1.87  -1.61  0.33
H  20.95  -3.63  -1.66  0.52
H  18.94  -2.18  -2.99  -0.58
H  18.70  -3.81  -2.23  0.53
C  13.34  -5.28  -9.26  -1.40
C  14.28  -5.85  -8.19  -0.17
C  14.26  -4.97  -6.95  -0.69
N  15.23  -5.33  -5.85  0.49
C  14.84  -6.63  -5.20  -0.96
C  15.30  -4.18  -4.86  -0.70
C  16.38  -3.20  -5.35  1.41
C  17.07  -3.94  -6.52  0.13
C  16.65  -5.39  -6.34  -1.50
H  13.61  -4.25  -9.54  0.29
H  12.33  -5.16  -8.88  0.37
H  13.38  -5.89  -10.15  0.41
H  15.29  -5.91  -8.61  0.24
H  13.93  -6.86  -7.96  0.33
H  13.29  -5.14  -6.48  0.49
H  14.33  -3.91  -7.19  0.24
H  13.86  -6.48  -4.76  0.31
H  15.60  -6.84  -4.45  0.43
H  14.85  -7.41  -5.95  0.37
H  15.54  -4.69  -3.93  0.32
H  14.31  -3.74  -4.79  0.24
H  17.09  -3.01  -4.55  -0.95
H  15.93  -2.24  -5.59  -0.28
H  18.15  -3.91  -6.46  0.26
H  16.70  -3.55  -7.47  0.29
H  17.24  -5.84  -5.54  0.43
H  16.72  -6.01  -7.22  0.56
C  19.85  2.13  -9.35  -1.42
C  19.56  0.77  -8.76  -0.20
C  19.86  0.69  -7.25  -0.79
N  20.58  -0.54  -6.82  0.76
C  19.83  -1.77  -7.19  -1.05
C  22.02  -0.56  -7.32  -0.45
C  22.79  -1.32  -6.25  -1.02
C  22.08  -1.03  -4.92  -0.44
C  20.68  -0.49  -5.29  -0.38
H  19.35  2.94  -8.80  0.19
H  19.47  2.20  -10.38  0.28
H  20.91  2.38  -9.40  0.47
H  20.14  -0.03  -9.23  0.54
H  18.51  0.51  -8.95  0.13
H  18.93  0.74  -6.68  0.07
H  20.44  1.58  -6.98  0.70
H  20.02  -1.99  -8.24  0.33
H  18.76  -1.63  -7.08  0.03
H  20.25  -2.59  -6.61  0.65
H  22.07  -1.05  -8.29  0.43
H  22.32  0.48  -7.36  0.40
H  22.78  -2.39  -6.49  0.36
H  23.84  -1.06  -6.26  0.47
H  22.01  -1.94  -4.32  0.19
H  22.62  -0.26  -4.37  0.45
H  19.87  -1.06  -4.86  0.34
H  20.64  0.56  -5.05  0.00
C  17.33  2.94  0.10  -1.30
C  17.23  3.59  -1.27  -0.25
C  18.14  2.95  -2.30  -0.23
N  17.98  3.56  -3.67  0.83
C  16.71  3.13  -4.31  -1.30
C  19.14  3.20  -4.54  -0.96
C  19.17  4.21  -5.66  -0.20
C  18.66  5.51  -5.01  -1.01
C  18.08  5.08  -3.66  -0.69
H  16.78  3.54  0.82  0.44
H  18.35  2.96  0.48  0.41
H  16.94  1.92  0.10  0.16
H  17.48  4.64  -1.14  0.38
H  16.18  3.63  -1.58  0.32
H  17.82  1.91  -2.46  -0.44
H  19.18  3.04  -2.02  0.58
H  16.70  3.51  -5.33  0.46
H  15.89  3.53  -3.72  0.39
H  16.67  2.04  -4.29  0.31
H  19.22  2.14  -4.75  0.12
H  20.02  3.40  -3.91  0.59
H  18.52  3.94  -6.50  -0.16
H  20.16  4.28  -6.12  0.73
H  17.85  5.90  -5.62  0.35
H  19.40  6.30  -4.93  0.34
H  17.09  5.49  -3.49  0.39
H  18.69  5.38  -2.81  0.55
C  8.22  -2.42  -4.11  -1.44
C  9.65  -2.00  -4.38  -0.26
C  10.26  -1.23  -3.24  -0.84
N  11.38  -0.31  -3.62  0.43
C  11.00  0.68  -4.67  -1.04
C  12.64  -1.07  -4.07  -1.02
C  13.86  -0.21  -3.70  2.18
C  13.29  0.87  -2.73  -0.55
C  11.89  0.43  -2.40  -0.88
H  7.61  -1.57  -3.80  0.37
H  8.16  -3.17  -3.32  0.36
H  7.75  -2.84  -5.00  0.39
H  9.71  -1.48  -5.35  0.35
H  10.23  -2.91  -4.58  0.23
H  10.65  -1.90  -2.48  0.45
H  9.52  -0.61  -2.72  0.54
H  11.76  1.46  -4.72  0.39
H  10.02  1.09  -4.46  0.34
H  11.07  0.21  -5.65  0.45
H  12.53  -1.32  -5.13  0.54
H  12.57  -1.95  -3.45  0.24
H  14.46  0.25  -4.47  -0.56
H  14.52  -0.88  -3.15  -1.26
H  13.34  1.84  -3.23  0.33
H  13.87  0.93  -1.81  0.43
H  11.18  1.21  -2.15  0.48
H  11.87  -0.30  -1.59  0.44
C  17.17  2.13  -12.46  -1.61
C  16.47  2.80  -11.26  -0.05
C  15.50  1.80  -10.69  -0.92
N  14.89  2.21  -9.37  0.69
C  14.22  3.53  -9.42  -1.23
C  13.82  1.17  -9.00  -1.11
C  14.55  0.05  -8.33  -0.49
C  15.60  0.77  -7.44  1.86
C  15.87  2.07  -8.22  -0.24
H  17.81  1.30  -12.15  0.36
H  17.83  2.86  -12.91  0.43
H  16.43  1.78  -13.18  0.43
H  16.01  3.70  -11.67  0.38
H  17.21  3.16  -10.54  0.30
H  15.96  0.82  -10.54  0.26
H  14.69  1.62  -11.40  0.60
H  14.93  4.32  -9.62  0.38
H  13.77  3.73  -8.45  0.50
H  13.41  3.49  -10.15  0.36
H  13.09  1.66  -8.36  0.42
H  13.29  0.91  -9.92  0.45
H  13.86  -0.52  -7.72  0.29
H  15.08  -0.59  -9.04  0.46
H  15.15  1.00  -6.48  -0.68
H  16.46  0.11  -7.36  -0.69
H  15.92  3.04  -7.75  0.36
H  16.86  1.95  -8.66  -0.70

E_HOMO = -19.99 eV
Relative energy (zero: lowest compared OMol25 entry of this formula, charge and spin) = 0.0 kJ/mol
Maximum force = 1.9 eV/Å
Lowest unoccupied orbital energy = -10.1 eV
Charge = +5
DFT total energy = -63138.797 eV